C59H59F6N8O6P2S3SiY | the ωB97M-V functional and the def2-TZVPD basis

Element x y z (Å)
C -2.85584 -0.50431 -5.02651
C -1.02121 -0.65204 2.20301
C -6.94499 -3.54676 0.27689
H 3.50605 4.71982 0.97266
C 4.53157 0.72114 1.10695
C 2.48725 4.61495 0.58739
C -1.90229 -0.41145 3.23506
H 4.16973 0.05590 4.66237
H -0.77087 -4.01013 2.50410
H -3.16774 -3.74673 -4.12711
N 2.94350 -2.58526 -3.86082
H 0.07488 5.18511 -4.32449
C -2.36496 0.01178 -3.83249
C -3.30340 2.14861 -1.67718
O -4.12953 -2.09653 5.59287
C -3.38140 -1.10233 5.07320
C -2.02286 -2.75035 3.67043
H -8.31596 -2.43155 3.16356
H 2.25303 6.37752 -3.90040
C -5.83836 -2.70122 0.21228
Si 4.22408 -1.46246 2.61268
S 0.69801 0.90708 -2.64426
C -0.58578 -1.93764 1.91194
C -1.50591 2.39508 -0.11402
O 0.87644 -1.97728 -2.50096
C 2.07882 2.52288 1.99256
O -3.51668 0.01459 5.48037
H 1.82374 5.25053 1.18351
C -4.87019 2.02696 1.91415
C -7.62442 -2.51104 2.33166
H -2.98270 0.15350 -5.88118
C 0.83039 -3.25122 0.60139
C -3.58795 3.50111 -1.54925
C -5.61805 -1.74761 1.20290
H -5.16061 -2.79725 -0.62866
H 2.59684 -3.37217 2.30734
C -2.23976 1.58352 -0.97793
H -4.13508 1.90982 2.70555
H -2.37686 -3.60175 4.24132
N 2.88339 -2.46668 -0.34658
H 3.97094 0.77983 -0.96679
C 1.60061 0.68847 3.26988
Y 1.71714 -0.18526 -0.33647
O 1.43526 -4.34067 -2.97341
H -6.30152 0.28701 -0.61848
H -4.13999 -0.79344 -1.09648
H 5.44172 -3.41917 1.61317
H 5.42058 1.00526 3.05782
H 6.30897 -1.90123 1.30817
H -3.06580 5.35763 -0.59874
C 2.93050 -2.73700 3.12579
C 4.64832 -3.98485 -0.87574
H 4.23016 -6.07524 -0.63910
H 0.45418 2.86199 -4.40371
C -7.83954 -3.45400 1.33169
H 0.23922 -4.13013 0.85308
C 2.47341 3.22972 3.12396
F 3.88741 1.01734 -4.76098
C -5.57381 3.22278 1.78860
H -2.24318 -2.85479 -2.04759
H 0.49807 5.18267 -2.61168
H -7.10457 -4.27699 -0.50911
C 5.73139 -2.45952 2.05699
H -6.35568 -0.94178 3.05495
C -2.41858 -1.45539 3.97998
H 1.87124 0.80094 5.38783
C 3.49896 -0.22359 -5.03450
F -0.44690 -3.88606 -4.81220
H -7.53892 2.40544 -0.84831
C 2.19971 5.28516 -3.93156
C -6.78474 2.30187 -0.07447
H 2.68248 3.17716 5.25383
C 0.79020 4.80896 -3.59169
H 1.28305 -0.34132 3.29299
N 0.66557 3.36135 -3.55999
H -3.56976 -2.24600 -6.06203
H 5.25191 2.74596 -1.56028
F 0.05003 -1.82979 -5.27527
H 6.39524 -2.67260 2.90359
H -3.92647 1.53666 -2.31698
F 1.36327 -3.43426 -5.91913
H 3.41687 -3.39013 3.86073
C 6.13011 2.48422 1.69108
C 4.75407 -0.80069 4.31097
N 1.63586 1.26663 2.06975
H 6.67962 3.88448 0.14010
C 2.12834 -3.51980 -0.01082
H -3.98782 -2.92308 5.12409
C -3.38503 -0.93656 -0.32523
C -5.11048 0.96703 1.04193
C 5.37740 1.37084 2.04018
H -0.63709 0.17409 1.62645
H -2.10614 1.05841 -3.77445
C -2.83291 4.30404 -0.70272
H -2.20960 0.59881 3.47428
C 4.12492 -2.70300 -0.74598
C 2.39376 2.63226 4.36467
C 2.07139 3.17915 0.67056
N 1.65443 2.49571 -0.32907
C 4.53334 1.27407 -0.18711
H -8.69811 -4.11407 1.37657
H 5.81007 -0.51060 4.31264
H 2.49093 4.95491 -4.93391
C -6.07947 1.11540 0.04920
C -6.52197 -1.67431 2.26907
H 4.63447 -1.60828 5.04294
C 2.57407 -4.82119 -0.08521
C 5.28613 2.38487 -0.53654
C 6.09158 3.01263 0.40302
C 0.98228 2.60391 -2.48085
H 2.04591 -2.30547 3.61080
P -1.77063 -0.18765 -1.00648
S 3.74594 -1.27340 -3.54711
H 6.76649 2.94444 2.44227
O 3.18722 -0.46803 -2.47572
F 2.21676 -0.22295 -5.38388
H 4.74139 -1.83797 -0.94820
S 1.49748 -2.96469 -3.36690
H -5.37863 4.03977 2.47528
H -0.67898 1.97182 0.44500
C -2.20115 -0.80271 -2.71397
N 0.47365 -2.08914 0.95799
P -4.18113 -0.59772 1.30607
O 5.15101 -1.53081 -3.51971
C -1.10644 -2.99228 2.65930
C -2.95684 -2.68608 -4.04994
C 1.94643 1.32519 4.44344
C -2.45189 -2.17133 -2.86441
C -6.52957 3.35984 0.79292
C 3.86001 -5.06285 -0.54478
H -7.08286 4.28728 0.69359
F 4.22759 -0.70663 -6.03422
C -1.79418 3.74485 0.02560
N 3.71990 -0.36461 1.39012
C 0.54700 -3.00972 -4.95441
H 5.66638 -4.10863 -1.22255
H 1.91410 -5.63193 0.20183
H -1.20111 4.35752 0.69719
N 1.48752 3.23600 -1.46266
H -4.41274 3.92860 -2.10857
H 2.45703 4.94331 -0.44297
C -3.18062 -1.84784 -5.13249
H 2.83926 4.24232 3.02664
H -3.16403 -2.00399 -0.26514
H 2.91434 4.87656 -3.21220

**E_HOMO**: -6.848 eV
**Total energy**: -5977.6646 hartree
**Net charge**: 0
**HOMO-LUMO gap**: 5.4 eV

Mulliken population analysis, charges in e, atoms 1 to 2: C -0.87; C 0.29

***

C59H61BFN9O5SiSn | the ωB97M-V functional and the def2-TZVPD basis

Element x y z (Å)
F 4.52595 2.07508 -3.85670
C 2.41097 2.94621 -1.05665
C 6.57368 5.51693 -2.70045
H -4.14769 -4.54047 1.61551
Sn -1.22129 -0.03874 0.00545
C 0.49707 0.11600 6.95844
H -5.78376 -5.02966 4.59159
H -8.25119 -6.44527 3.27710
C -0.93949 -0.63995 -3.80033
C 1.99029 -2.45786 -1.02833
H 5.02498 4.71222 1.60366
H 7.58343 5.10177 -2.83167
H -5.28688 -6.33204 1.12856
C -5.29737 -1.34720 1.51024
C 0.65013 -0.81768 5.95996
C 4.07590 -2.75339 -2.16546
H -1.79868 -1.59723 3.06039
C -3.78769 -3.94349 -1.65723
C 6.48686 6.86132 -3.42917
C -1.88709 -5.40543 -1.58362
C 2.38668 -0.72707 8.23293
N 2.54676 4.74670 0.51448
H 6.71571 7.49423 -5.40208
C -1.04165 -4.31826 -1.72022
O -3.22540 -2.00909 0.96957
H -3.90555 3.94453 -2.43293
H -3.92061 -6.07032 -1.45266
C 4.59484 5.70038 1.65047
O -1.15251 1.78281 1.19149
H -5.40482 1.36763 -3.17163
H 4.46595 5.63167 -1.05564
N -2.40706 1.26454 -1.76483
O -0.53034 3.29792 2.66610
H 5.97465 5.46536 -6.48408
C 1.71960 -0.69860 1.64139
C 3.21173 5.88420 1.09059
H 1.15914 0.90137 8.83246
H -6.07903 2.99082 -3.34279
H 2.51724 1.33387 -2.45924
C -0.37826 2.70555 1.61746
C -2.06214 -0.59812 -5.93615
C 2.38451 -1.49337 2.51671
H 2.51462 -3.93784 3.74315
H 5.31024 6.49665 1.51863
C -1.69853 -1.27321 -4.78357
C 3.49370 -2.31043 -3.34196
C 3.43709 5.91265 2.57206
H 6.82626 3.87119 -4.77890
C -6.55386 -5.31497 2.58552
H 7.21691 7.56971 -3.03747
Si -0.44263 -1.54151 -2.20115
H 3.35191 6.86051 3.07580
H -1.98036 1.25236 -7.00753
H 5.48578 7.28186 -3.32506
C 2.16678 -1.91834 -3.35815
N 2.20164 -2.73002 5.34803
C -6.33662 -6.26359 1.39854
C 1.70054 -1.71326 6.11076
C -4.45007 -2.44877 1.38746
H 4.76308 6.07724 -5.33719
H 3.09734 5.07656 3.16170
H -8.20674 -4.80519 3.90067
H 1.09993 4.75932 2.00531
C 4.00569 2.80535 -2.84019
C 0.22934 -1.89103 2.64051
H 0.81175 -3.87462 4.27649
H -6.88999 -5.90740 0.53267
H -0.29208 0.84694 6.87102
H -1.47487 -6.40124 -1.51758
C 2.57425 -1.67238 7.22597
H 5.09763 3.65796 -5.04075
H 0.03063 -4.46512 -1.72633
C -6.99272 -2.80639 2.26789
N 3.51115 -2.64971 7.04546
C -5.66124 -5.72805 3.76655
O 0.78508 1.30048 -0.81235
C 3.01581 4.13779 -0.62251
C 5.84143 4.33829 -4.63733
C -3.96645 2.96015 -2.90247
H -2.64909 -1.09664 -6.69299
C -5.38038 2.38134 -2.77896
H -8.68275 -5.10891 2.21545
C 0.80036 3.10764 0.74997
C 1.46446 4.23440 1.13343
N 5.60813 4.60217 -3.24114
C -3.06525 2.06285 -2.25562
H -2.00062 -2.30180 -4.64921
H -6.68352 -7.26341 1.64335
C -0.53844 0.67819 -4.00999
H 3.42484 -1.59224 2.74794
H -0.60529 2.38292 -5.30053
H -4.85541 -3.79668 -1.59907
C -3.25970 -5.22113 -1.55122
C 3.32352 -2.81952 -1.00400
C 4.06412 4.68572 -1.37436
H -5.68918 2.36443 -1.73727
H -0.00918 -0.84472 5.10744
C 5.76159 5.64681 -5.42976
H 5.11311 -3.05078 -2.15248
H -3.67472 3.05803 -3.95216
C -1.67866 0.72026 -6.11839
H 3.04571 -0.69085 9.08378
H -7.26368 -0.67695 2.05601
C -1.56139 -3.03409 -1.87219
H 4.07717 -2.27354 -4.24882
H 1.38748 -2.53898 -0.13469
N 3.29174 -3.24605 5.96205
H -4.61135 -5.74663 3.48468
C -1.08337 -2.41619 3.07457
C -6.14584 -3.91047 2.16780
H -3.35749 -1.86879 -1.96968
C 1.39746 -1.99067 -2.19833
H 2.08620 0.03256 0.95477
C 1.25687 2.36329 -0.37894
N 6.74327 6.61586 -4.87321
H 7.68486 6.21266 -4.97040
H 2.96459 6.81949 0.59865
B -3.33470 -0.63682 0.87407
C 1.72001 -3.28007 4.11695
C -0.91001 1.35582 -5.15588
C -2.94527 -2.86343 -1.84211
N 0.38496 -0.96555 1.71675
C 4.57539 4.04934 -2.49808
H 0.05608 1.17051 -3.25364
H -8.00517 -2.94244 2.61055
C 1.34158 0.15434 8.07650
H -1.05595 -2.84511 4.07242
H 1.71810 -1.56806 -4.27734
C -8.01781 -5.41402 3.02017
C -4.84218 -3.72347 1.71097
O -4.59114 -0.21755 1.17303
H -1.44620 -3.17134 2.37932
H 6.41779 5.65663 -1.63367
N 1.43247 -2.25887 3.14162
C -6.59519 -1.51518 1.94614
C 2.94046 2.28212 -2.16458
H -5.93105 -6.71967 4.11822
H 3.77771 -3.15660 -0.08430

**E_HOMO**: -11.767 eV
**Total energy**: -3782.0358 hartree
**Net charge**: +2
**HOMO-LUMO gap**: 7.1 eV

Mulliken population analysis, charges in e, atoms 1 to 2: F -0.44; C 1.01